Entry 1:
107
Properties=species:S:1:pos:R:3:forces:R:3:mulliken_charge:R:1 method="wB97M-V/def2-TZVPD" orbital_gap_ev=8.583 max_force_ha_per_bohr=0.1542 homo_ev=-8.20 energy_ha=-3019.6335 smiles="CCB(O)O[P@](=O)(O)OP(C)O.CNC(C)=O.CNC(C)=O.CNC(C)=O.CNC(C)=O.CNC(C)=O.CNC(C)=O.CNC(C)=O"
C 0.889 -1.814 1.257 0.14 0.41 -0.26 -0.362
C 1.855 -0.725 0.451 0.04 0.69 0.60 -0.042
B 0.828 0.489 -0.092 1.56 -1.72 -0.93 0.744
O 0.591 0.485 -1.541 -1.58 -0.42 2.74 -0.664
O 0.350 1.404 0.932 -2.99 1.10 -2.18 -0.260
P -0.804 2.567 0.463 2.06 6.06 -4.68 0.999
O -0.570 3.209 -1.002 -0.78 -2.97 5.37 -0.649
O -0.511 3.963 1.538 -0.43 -2.59 -1.73 -0.566
O -2.467 2.257 0.599 4.50 -1.60 1.33 -0.116
P -2.996 0.821 1.351 -2.10 -2.46 0.84 -0.220
C -3.125 -0.449 -0.130 -0.11 0.36 0.15 0.401
O -1.858 0.059 2.423 -1.07 0.04 -1.17 -0.009
H 1.251 -2.919 1.026 -0.87 2.35 0.57 0.335
H -0.203 -1.644 0.836 1.99 -0.76 1.06 -0.028
H 0.913 -1.596 2.421 -0.17 -0.59 -2.61 0.091
H 2.379 -1.239 -0.463 -0.98 1.06 1.75 0.151
H 2.651 -0.232 1.191 -1.71 -1.37 -1.69 -0.095
H -0.337 0.210 -1.794 1.42 0.89 0.26 0.253
H -0.155 4.717 0.982 -0.64 -1.68 0.37 0.306
H -3.197 -1.523 0.327 0.41 2.01 -0.73 -0.440
H -4.168 -0.224 -0.658 2.58 -0.32 1.07 0.170
H -2.235 -0.323 -0.876 -1.90 -0.52 1.24 -0.098
H -2.247 -0.816 2.780 0.51 1.62 -1.03 0.247
C -0.811 -2.850 7.579 0.30 -0.35 0.02 -0.878
N 0.109 -2.832 6.466 0.08 0.24 -0.39 -0.182
C 0.190 -1.919 5.458 0.67 -0.20 -0.63 0.867
C -0.781 -0.770 5.467 0.01 0.22 -0.14 -1.091
O 1.039 -2.050 4.578 -0.44 0.04 0.60 -0.681
H -0.227 -2.822 8.502 -0.30 0.03 0.15 0.318
H -1.375 -3.785 7.538 -0.19 0.12 0.26 0.261
H -1.503 -2.007 7.562 0.19 -0.13 -0.09 0.330
H 0.793 -3.576 6.394 -0.17 0.19 0.03 0.249
H -0.596 -0.126 4.603 0.04 -0.26 0.17 -0.003
H -1.805 -1.147 5.404 0.01 0.12 0.13 0.336
H -0.648 -0.177 6.376 -0.19 -0.06 -0.02 0.461
C 2.873 2.918 -2.320 -0.28 -0.07 0.54 -0.796
N 4.002 2.037 -2.128 0.84 -0.30 -0.68 0.253
C 4.904 1.615 -3.058 -0.04 -0.21 0.76 0.971
C 4.741 2.102 -4.472 0.13 -0.05 -0.26 -1.428
O 5.816 0.858 -2.729 -0.04 0.09 -0.04 -0.658
H 3.002 3.782 -1.664 -0.23 0.10 -0.15 0.237
H 1.969 2.377 -2.029 -0.12 0.36 -0.19 0.190
H 2.778 3.256 -3.352 0.11 -0.14 0.17 0.355
H 4.175 1.669 -1.200 -0.33 0.13 -0.29 -0.256
H 5.533 1.682 -5.099 -0.14 0.03 0.29 0.292
H 3.776 1.776 -4.870 0.05 0.21 0.00 0.370
H 4.818 3.192 -4.502 -0.18 -0.09 -0.09 0.381
C 7.398 -3.115 -0.881 -0.12 -0.41 0.15 -0.759
N 7.121 -3.912 -2.052 0.01 0.06 -0.49 -0.150
C 7.137 -3.521 -3.358 -0.17 -0.69 -0.59 0.725
C 7.481 -2.088 -3.660 -0.05 0.11 -0.11 -0.914
O 6.875 -4.331 -4.244 0.12 0.37 0.42 -0.668
H 8.237 -3.572 -0.350 0.00 0.26 0.19 0.290
H 6.513 -3.135 -0.240 0.16 0.24 0.17 0.270
H 7.645 -2.082 -1.128 -0.09 -0.21 -0.07 0.265
H 6.881 -4.889 -1.927 0.05 0.27 -0.03 0.225
H 7.454 -1.923 -4.741 -0.03 -0.20 0.27 0.272
H 6.752 -1.422 -3.191 0.24 0.13 0.01 0.149
H 8.490 -1.863 -3.302 -0.14 0.14 0.07 0.325
C 7.130 1.742 1.272 -0.03 -0.14 -0.47 -0.938
N 5.700 1.578 1.145 -0.56 0.14 0.48 0.128
C 4.743 1.801 2.089 -0.59 -0.23 -0.52 0.879
C 5.187 2.277 3.445 -0.11 0.06 0.26 -1.595
O 3.559 1.612 1.818 0.57 0.31 0.13 -0.458
H 7.455 2.467 0.522 0.27 -0.06 0.14 0.307
H 7.600 0.777 1.068 0.25 0.17 0.08 0.255
H 7.424 2.087 2.263 -0.18 -0.07 -0.16 0.395
H 5.327 1.260 0.259 0.35 -0.05 0.24 -0.036
H 4.314 2.411 4.092 0.13 -0.09 -0.30 0.265
H 5.846 1.535 3.904 0.07 0.20 -0.01 0.403
H 5.700 3.238 3.354 0.10 -0.15 0.10 0.402
C -4.260 -5.872 1.501 -0.01 0.13 -0.43 -0.902
N -3.784 -4.527 1.724 0.24 0.49 0.72 -0.098
C -3.400 -3.956 2.900 0.11 0.48 -0.52 0.822
C -3.464 -4.796 4.146 0.06 0.03 0.25 -1.379
O -3.016 -2.789 2.919 -0.09 -0.13 0.10 -0.564
H -3.589 -6.356 0.787 -0.18 -0.24 0.09 0.292
H -5.262 -5.810 1.068 0.02 -0.31 0.05 0.293
H -4.297 -6.459 2.419 0.04 0.20 -0.14 0.356
H -3.713 -3.902 0.929 0.00 -0.19 0.16 0.131
H -3.128 -4.208 5.005 -0.05 -0.03 -0.31 0.141
H -4.495 -5.115 4.328 0.15 -0.14 0.00 0.413
H -2.808 -5.666 4.045 -0.20 -0.02 0.05 0.396
C -6.942 -0.286 -4.136 -0.17 -0.26 0.28 -0.892
N -5.727 -0.459 -3.375 0.60 0.19 0.05 -0.120
C -4.502 0.090 -3.612 0.46 -0.18 0.35 0.745
C -4.354 0.996 -4.804 0.15 0.17 -0.07 -1.185
O -3.562 -0.161 -2.862 -0.41 0.04 -0.67 -0.618
H -7.702 0.132 -3.470 -0.16 0.05 -0.31 0.282
H -7.269 -1.270 -4.482 -0.20 0.15 -0.16 0.308
H -6.807 0.375 -4.993 0.06 -0.07 0.25 0.348
H -5.750 -1.057 -2.557 -0.02 0.12 -0.25 0.224
H -3.324 1.358 -4.865 -0.22 -0.20 0.16 0.273
H -4.582 0.446 -5.721 -0.11 0.17 0.03 0.379
H -5.018 1.859 -4.701 -0.07 -0.08 -0.19 0.275
C -6.335 4.924 -0.864 -0.05 -0.42 0.24 -0.822
N -6.612 4.127 -2.036 -0.04 0.15 -0.73 -0.113
C -6.597 4.519 -3.341 -0.19 -0.77 -0.17 0.856
C -6.252 5.951 -3.643 0.03 0.17 -0.21 -1.329
O -6.859 3.709 -4.228 0.14 0.27 0.25 -0.662
H -5.496 4.467 -0.334 -0.02 0.28 0.17 0.217
H -7.220 4.905 -0.224 0.16 0.22 0.16 0.305
H -6.089 5.958 -1.111 -0.06 -0.24 -0.05 0.333
H -6.852 3.151 -1.910 0.09 0.25 -0.01 0.196
H -6.280 6.116 -4.725 -0.03 -0.20 0.27 0.305
H -6.982 6.617 -3.174 0.21 0.04 0.04 0.357
H -5.244 6.177 -3.285 -0.16 0.12 0.06 0.353

Entry 2:
12
Properties=species:S:1:pos:R:3:forces:R:3:nbo_charge:R:1 method="wB97M-V/def2-TZVPD" relative_energy_ev=3.2217 orbital_gap_ev=10.199 max_force_ha_per_bohr=0.1333 homo_ev=-9.33 energy_ha=-302.5747
C -0.294 -0.907 0.129 1.74 -4.23 0.39 -0.228
C -1.512 -0.131 -0.130 -0.26 2.08 1.11 -0.509
C -0.498 1.093 -0.095 0.92 2.88 1.02 0.688
H 2.464 0.316 -0.829 2.38 -1.40 -3.50 0.357
H 2.479 0.225 0.897 -1.16 0.61 -2.54 0.365
H -0.058 -1.784 -0.477 -0.36 0.02 -0.57 0.183
H -0.391 -1.386 1.105 0.79 0.68 0.72 0.185
H -2.387 -0.172 0.596 1.52 0.29 -0.64 0.236
H -1.894 -0.282 -1.091 -0.56 -0.03 -1.58 0.229
N 2.019 0.532 -0.040 -3.03 0.00 6.15 -0.625
N 0.643 0.182 -0.154 -2.14 2.78 0.32 -0.315
O -0.571 2.315 0.089 0.15 -3.69 -0.88 -0.566

Entry 3:
14
Properties=species:S:1:pos:R:3:forces:R:3:nbo_charge:R:1 method="wB97M-V/def2-TZVPD" relative_energy_ev=2.2653 orbital_gap_ev=8.489 max_force_ha_per_bohr=0.1010 homo_ev=-7.94 energy_ha=-215.9464
B 1.133 0.257 0.012 -5.00 1.34 -0.45 0.945
C -1.802 -0.763 0.279 -0.14 0.49 -3.29 -0.636
C -1.141 0.465 -0.339 3.94 -2.32 -1.89 -0.613
N 1.551 -0.656 0.937 0.56 -2.61 1.59 -1.143
N 1.778 1.186 -0.769 1.82 -1.65 1.25 -1.092
H -1.394 -1.736 0.091 0.90 -0.36 0.10 0.195
H -1.904 -0.529 1.257 -0.25 0.07 3.44 0.195
H -2.795 -0.866 -0.120 -0.88 0.06 -0.14 0.192
H -1.228 0.567 -1.471 0.27 -0.58 1.26 0.179
H -1.621 1.309 0.014 -0.48 1.98 1.16 0.177
H 0.894 -1.225 1.567 1.69 1.27 -1.72 0.427
H 2.526 -1.013 0.818 -1.40 0.22 0.71 0.396
H 1.259 1.756 -1.308 -2.02 2.11 -2.10 0.396
H 2.744 1.246 -0.968 0.97 -0.02 0.07 0.381

Entry 4:
17
Properties=species:S:1:pos:R:3:forces:R:3:nbo_charge:R:1 method="wB97M-V/def2-TZVPD" relative_energy_ev=1.5899 orbital_gap_ev=9.968 max_force_ha_per_bohr=0.0234 homo_ev=-8.88 energy_ha=-309.7839 smiles="C=C[C@@H]1CCCO1"
C -0.087 -0.717 1.983 0.13 -0.57 0.37 -0.328
C -1.026 -1.106 1.127 0.13 0.35 0.29 -0.228
C -1.031 -0.406 -0.210 0.22 0.41 0.06 0.055
C 0.021 -0.564 -1.313 0.08 -0.08 -0.09 -0.423
C 1.167 0.346 -0.887 0.15 -0.05 -0.10 -0.434
C 0.423 1.522 -0.257 0.13 0.01 -0.39 -0.072
O -0.802 0.993 0.245 -0.69 0.05 -0.98 -0.546
H 0.860 -0.303 1.634 -0.46 0.19 0.18 0.181
H -0.247 -0.686 3.050 0.18 -0.69 0.18 0.198
H -1.981 -1.508 1.474 0.36 -0.02 -0.07 0.203
H -2.024 -0.600 -0.675 0.40 0.87 0.38 0.192
H -0.440 -0.143 -2.217 0.14 -0.13 0.06 0.207
H 0.330 -1.585 -1.548 -0.13 0.04 0.24 0.224
H 1.821 -0.158 -0.166 -0.13 0.11 -0.10 0.201
H 1.788 0.653 -1.729 -0.01 0.01 0.02 0.218
H 1.039 2.024 0.517 -0.64 -0.40 -0.01 0.183
H 0.180 2.293 -1.001 0.14 -0.11 -0.05 0.170

Entry 5:
79
Properties=species:S:1:pos:R:3:forces:R:3:mulliken_charge:R:1 method="wB97M-V/def2-TZVPD" relative_energy_ev=3.6120 orbital_gap_ev="5.439 / 4.735" max_force_ha_per_bohr=0.0456 homo_ev="-1.89 / -1.23" energy_ha=-3396.0608 total_charge=-2
Cs 0.605 0.929 0.388 -1.80 -0.60 1.38 1.583
N 0.752 -2.273 -0.875 0.01 0.22 -0.10 -0.094
C 1.030 -1.366 -1.996 -0.15 -0.15 -0.08 0.151
C 1.739 -2.013 -3.189 0.08 -0.03 0.07 -0.777
C 3.130 -2.548 -2.871 0.03 0.03 -0.03 -0.043
C 3.619 -3.577 -3.893 -0.10 0.08 0.02 -1.385
N 2.679 -4.677 -4.160 0.24 -0.35 -0.08 -0.211
C 2.090 -5.255 -3.027 -0.12 0.97 0.57 0.016
N 0.724 -5.599 -3.084 -0.03 -0.16 -0.30 -0.599
N 2.911 -5.984 -2.138 -0.06 -0.39 -0.06 -0.674
C -0.347 -0.869 -2.510 0.13 0.01 -0.06 0.019
O -1.205 -1.785 -2.669 -0.03 -0.09 -0.08 -0.987
O -0.477 0.346 -2.743 -0.08 0.05 0.10 -0.610
H 1.544 -2.860 -0.642 0.01 -0.02 -0.05 0.080
H -0.020 -2.858 -1.178 0.03 -0.09 0.07 0.266
H 1.627 -0.521 -1.646 0.03 -0.05 -0.14 -0.031
H 1.812 -1.275 -3.993 -0.05 -0.02 -0.01 0.339
H 1.082 -2.814 -3.532 0.01 -0.01 -0.04 0.098
H 3.153 -3.010 -1.879 -0.06 -0.01 -0.01 0.161
H 3.836 -1.714 -2.837 0.03 -0.03 0.01 0.461
H 4.568 -4.010 -3.559 0.03 0.05 0.00 0.321
H 3.826 -3.092 -4.850 -0.02 -0.03 -0.02 0.485
H 1.975 -4.396 -4.825 -0.07 -0.09 0.00 0.399
H 0.141 -4.773 -3.187 0.01 0.00 0.06 0.344
H 0.430 -6.080 -2.245 0.05 -0.11 -0.03 0.288
H 3.884 -5.738 -2.250 0.01 -0.04 -0.09 0.297
H 2.656 -5.805 -1.172 0.07 0.05 -0.02 0.231
I 2.387 -1.834 2.425 0.05 -0.13 -0.10 0.134
C 2.516 -1.188 4.407 -0.07 0.17 0.14 -0.192
C 3.273 -1.903 5.291 0.00 0.00 0.04 -0.618
C 3.327 -1.496 6.644 0.03 -0.05 -0.03 -0.402
C 2.614 -0.412 7.063 -0.04 0.02 -0.02 -0.849
C 1.820 0.334 6.153 -0.01 0.03 0.10 1.042
C 1.057 1.445 6.596 0.04 -0.04 0.02 -0.905
C 0.309 2.150 5.696 -0.02 -0.01 -0.09 -0.617
C 0.334 1.767 4.336 0.03 0.04 0.16 -0.572
C 1.022 0.718 3.803 0.08 0.05 -0.08 -0.063
C 1.769 -0.026 4.773 0.02 -0.07 -0.08 0.286
H 3.822 -2.775 4.963 0.00 0.00 0.00 0.347
H 3.934 -2.059 7.345 0.00 0.00 -0.01 0.337
H 2.642 -0.105 8.104 0.00 0.01 0.00 0.292
H 1.075 1.713 7.648 0.01 0.00 0.00 0.269
H -0.296 2.991 6.027 0.02 0.01 -0.02 0.334
H -0.289 2.393 3.635 -0.06 -0.03 -0.04 0.244
N -5.701 6.250 -1.257 0.02 0.13 0.00 -0.401
C -4.769 5.706 -2.103 0.21 -0.22 0.09 0.350
O -4.715 6.015 -3.276 -0.08 0.04 -0.05 -0.625
C -3.838 4.686 -1.496 -0.21 0.19 -0.08 1.144
C -2.757 4.255 -2.246 0.11 -0.05 0.03 -0.800
C -1.875 3.341 -1.679 -0.09 0.03 -0.03 -0.098
N -2.025 2.868 -0.445 0.09 -0.17 -0.02 -0.004
C -3.081 3.260 0.259 0.01 0.03 -0.02 -0.980
C -4.014 4.167 -0.219 0.03 -0.08 0.03 -0.865
H -6.171 7.062 -1.621 -0.03 -0.02 0.00 0.256
H -5.519 6.247 -0.268 -0.01 -0.02 0.00 0.195
H -2.606 4.630 -3.248 -0.01 0.00 0.00 0.469
H -1.028 2.966 -2.242 0.00 -0.01 0.01 0.298
H -3.185 2.828 1.249 0.01 -0.01 0.00 0.715
H -4.860 4.422 0.405 -0.01 0.00 -0.02 0.299
N -5.015 -2.390 -0.721 -0.13 -0.03 0.03 -0.480
C -4.040 -1.782 0.027 -0.41 -0.13 0.57 0.606
N -2.900 -1.512 -0.581 0.24 -0.45 -0.44 -0.056
N -4.317 -1.538 1.307 0.42 0.11 -0.44 -0.874
C -3.246 -1.013 1.914 0.01 0.02 0.02 0.766
N -2.268 -0.561 2.347 -0.36 -0.02 0.10 -0.570
H -4.990 -2.222 -1.712 0.00 0.01 0.00 0.246
H -5.925 -2.362 -0.293 -0.01 0.02 -0.02 0.248
H -2.636 -1.927 -1.488 0.15 0.63 0.26 0.254
H -2.127 -1.200 -0.010 0.05 0.06 -0.04 -0.036
F -0.271 4.889 2.981 0.00 0.07 0.13 -0.203
B -1.132 3.886 3.063 0.01 -0.15 -0.22 0.331
F -2.189 4.034 3.860 0.02 0.09 0.10 -0.205
Cl 1.783 3.972 -3.449 -0.08 -0.16 -0.01 -0.247
C 2.167 2.333 -2.818 0.27 0.20 -0.04 1.364
Cl 2.988 1.367 -4.090 -0.11 0.08 0.04 -0.239
C 3.125 2.451 -1.575 0.05 -0.04 0.07 0.139
O 4.147 3.110 -1.727 0.02 0.02 0.00 -0.748
O 2.692 1.825 -0.570 1.44 0.70 -1.05 -0.681
H 1.217 1.840 -2.625 0.07 -0.09 -0.03 -0.764